This record from the OMol25 dataset describes a single C7H9NO molecule in a non-equilibrium geometry. The level of theory is the ωB97M-V functional and the def2-TZVPD basis.

2S+1	1
E_tot	-401.898373	hartree
energy relative to the best compared isomer or geometry (same formula, charge and spin)	152.3	kcal per mole
strongest force on any atom	0.1363	Eh/bohr
HOMO level	-8.436	eV

Positions of all 18 atoms, in Å:
C  0.71018  -2.46434  -0.92098
C  -0.55068  -0.12206  -0.25982
C  -1.56773  0.70635  -0.15216
C  -1.11558  1.88463  0.48456
C  -0.30715  1.41502  1.84005
C  0.54838  0.56337  0.59018
C  0.48216  1.83605  -0.07130
H  0.01248  -3.59706  -1.04921
H  -1.27375  -1.69941  -0.83479
H  -2.65474  0.72123  -0.61760
H  -1.59041  2.90188  0.50899
H  0.53866  1.99528  2.05480
H  -0.80833  1.02017  2.92569
H  1.53008  -0.05973  0.88112
H  0.57230  1.76928  -1.15456
H  1.12053  2.53735  0.41203
N  -0.35180  -1.56996  -0.57697
O  1.97729  -2.18918  -1.01886